3 unconnected molecules or ions with the total composition C20H51N5O5 at a distorted geometry. Source: the OMol25 dataset; level of theory: ωB97M-V with the def2-TZVPD basis set.

Element x y z (Å)
C 0.9355 -2.9789 2.3519
O 2.2990 -2.5892 2.1849
C 2.3828 -1.3584 1.4781
C 3.2222 -1.4575 0.1662
C 3.0582 -2.8068 -0.5941
C 1.9401 -2.7842 -1.6889
C 0.6153 -3.5378 -1.2617
C -0.5210 -2.4994 -1.3574
O -1.8130 -3.0124 -1.0351
C -2.3624 -2.4225 0.1137
N -3.2407 -3.4677 0.6985
C -3.2240 -1.1382 -0.1779
N -4.4978 -1.4003 -0.8790
C -2.4594 0.0091 -0.9027
C -1.3816 0.6750 -0.0122
O -1.8955 1.9615 0.3622
C -0.0019 0.8951 -0.7045
N -0.0780 1.0601 -2.1710
H 0.5001 -2.3868 3.1813
H 0.8916 -4.0496 2.6067
H 0.3788 -2.8035 1.4173
H 2.9229 -0.6543 2.1443
H 1.3826 -0.9092 1.3087
H 2.9784 -0.5928 -0.4839
H 4.2835 -1.3258 0.4310
H 2.9351 -3.6687 0.0788
H 4.0140 -2.9780 -1.1300
H 1.6821 -1.7128 -1.8504
H 2.2922 -3.1379 -2.6735
H 0.5070 -4.3937 -1.9443
H 0.7819 -3.9261 -0.2448
H -0.2784 -1.6918 -0.6395
H -0.5744 -2.0614 -2.3714
H -1.6332 -2.1866 0.9095
H -3.9620 -3.0037 1.2424
H -3.7424 -3.8497 -0.0997
H -3.5121 -0.7355 0.8193
H -4.4524 -2.2527 -1.4215
H -5.2198 -1.4710 -0.1778
H -3.1803 0.7739 -1.2364
H -2.0503 -0.4230 -1.8360
H -1.1874 0.0624 0.8953
H -1.4229 2.1816 1.1651
H 0.7161 0.0708 -0.4813
H 0.4578 1.8074 -0.2841
H 0.8416 1.3949 -2.4465
H -0.1453 0.1438 -2.6042
C -6.4636 4.4030 3.8752
O -5.1703 4.0996 3.3838
C -4.8550 2.7179 3.3545
C -5.4185 1.9544 2.1426
C -6.9133 1.6644 2.2437
N -5.1571 2.6587 0.8850
H -6.7716 3.7157 4.6680
H -7.1947 4.3958 3.0642
H -6.4352 5.4137 4.2841
H -3.7635 2.6721 3.3010
H -5.1421 2.2394 4.2998
H -4.9032 0.9888 2.1028
H -7.5235 2.5406 2.0259
H -7.1964 0.8957 1.5226
H -7.1789 1.3014 3.2399
H -4.1500 2.7553 0.7699
H -5.4830 3.6153 0.9988
C 7.9109 2.7580 -2.5806
O 6.5967 2.9201 -2.0757
C 5.6362 2.0332 -2.6227
C 5.6296 0.6280 -1.9954
C 6.7848 -0.2552 -2.4565
N 5.6354 0.6868 -0.5298
H 7.9112 2.4749 -3.6367
H 8.4612 2.0213 -1.9920
H 8.4265 3.7134 -2.4777
H 4.6665 2.4965 -2.4189
H 5.7360 1.9849 -3.7142
H 4.7023 0.1383 -2.3116
H 7.7258 0.0013 -1.9700
H 6.5791 -1.2995 -2.2153
H 6.9279 -0.1846 -3.5371
H 4.8056 1.1869 -0.2205
H 6.4016 1.2960 -0.2525

The calculation puts the total energy at -1442.487766 Ha. Its highest occupied orbital energy is -9.03 eV.